The following is a quantum chemistry calculation of a structure of composition C30H75B2Cd2F8KN5O8S2, from OMol25.

Geometry as XYZ:
```
133
Properties=species:S:1:pos:R:3:forces:R:3:lowdin_charge:R:1
Cd -13.062650 6.603660 23.902500 -4.48 3.45 3.37 1.43
Cd -10.973580 4.473260 27.280960 1.24 -4.28 1.93 1.41
K -10.252760 5.491800 21.068180 -0.27 0.10 0.56 0.85
S -12.587050 6.598350 27.103490 1.32 -1.92 1.27 0.19
S -11.538300 4.586550 24.025720 1.41 -2.00 0.46 0.20
F -8.287800 6.411880 28.759490 -0.02 0.95 -0.62 0.17
F -12.914100 8.399710 22.991630 0.80 4.27 1.06 0.15
F -11.589900 8.105020 21.141340 0.68 -0.27 0.35 0.11
F -13.821960 8.327520 20.930320 -0.35 1.00 -0.32 0.13
F -9.974610 4.950830 29.168830 -0.42 0.20 1.67 0.06
F -7.821640 4.326970 29.226830 1.09 -1.63 0.62 0.16
F -13.083240 6.562670 21.875910 0.13 -3.67 -3.13 0.11
F -8.872850 4.695100 27.264160 2.24 0.31 -0.94 0.05
O -11.162650 6.404860 27.127970 4.98 7.09 -1.52 -0.44
O -11.237230 5.936370 23.573110 5.76 1.61 -1.13 -0.49
O -13.141110 6.989560 25.833850 -1.17 2.76 0.82 -0.42
O -10.901980 4.263400 25.301950 0.30 -0.68 -3.90 -0.41
O -12.954720 7.400920 28.194900 -2.10 1.72 1.64 -0.27
O -11.116210 3.696510 22.974960 0.52 -1.55 -1.16 -0.38
O -12.982570 4.695380 24.134890 -1.92 -6.46 1.17 -0.42
O -12.796970 5.151380 27.192360 -8.34 -2.11 0.89 -0.48
N -10.265290 -0.973410 20.872110 2.31 1.57 -0.08 -0.17
N -10.958620 2.389560 27.755020 0.59 -1.54 1.62 -0.23
N -7.683910 5.897850 22.310040 -0.66 0.22 -0.68 -0.24
N -15.435090 -0.528500 22.794960 1.29 0.29 1.31 -0.18
N -15.351070 6.680630 23.628900 -2.14 -0.61 -1.99 -0.21
C -12.133050 1.818330 27.074710 -0.66 -2.57 -0.88 -0.23
C -15.187760 9.057630 24.608180 -1.32 -0.88 -0.41 -0.05
C -8.202600 -1.056800 19.508030 -1.58 0.56 -1.14 -0.08
C -9.630050 1.755870 27.440390 -0.30 -0.49 -0.12 -0.24
C -12.412230 0.271920 27.286960 1.21 0.11 -0.43 -0.07
C -15.314660 0.956300 20.731320 0.39 1.52 0.41 -0.08
C -15.810010 6.051620 24.839700 -0.35 0.45 2.47 -0.28
C -6.773040 7.171450 24.310770 -0.83 0.23 -1.46 -0.05
C -6.452980 3.956690 21.135400 -0.54 0.00 1.26 -0.08
C -14.765030 1.291690 24.377390 -0.03 -1.10 1.14 -0.08
C -15.739500 8.079470 23.523740 0.88 2.61 -0.14 -0.26
C -11.421440 -3.123800 21.375380 0.14 -0.87 -0.34 -0.09
C -10.199040 0.485860 21.225480 -0.97 -0.67 0.36 -0.25
C -17.289700 5.742400 25.048660 -0.23 0.63 -0.56 -0.07
C -7.061470 6.902190 21.398810 0.16 -0.95 0.55 -0.26
C -16.422280 -2.523230 21.458570 0.20 0.97 0.20 -0.07
C -11.486210 -1.620440 21.319330 -0.67 0.46 -1.55 -0.27
C -9.783160 -1.025020 19.460510 1.32 -1.54 1.30 -0.24
C -6.941830 4.617780 22.459340 -0.43 0.14 -1.15 -0.22
C -10.999590 2.262630 29.264310 0.25 0.42 -1.42 -0.25
C -9.293870 1.559220 25.999910 -0.29 0.09 -0.89 -0.09
C -8.019500 6.444270 23.628030 1.55 0.49 1.91 -0.22
C -16.571730 -1.280850 22.376270 -0.84 -0.23 -1.08 -0.29
C -15.921060 0.474060 23.760830 1.74 1.17 -0.51 -0.24
C -15.522670 4.637610 22.202560 0.25 0.69 0.73 -0.06
C -16.058600 6.055180 22.484840 1.07 -0.76 -1.88 -0.24
C -14.612670 0.006070 21.708000 -1.15 -0.76 -1.54 -0.24
C -9.853610 0.806500 22.648350 0.54 -0.91 0.51 -0.10
C -12.200170 2.945670 29.845830 -0.31 -0.76 0.69 -0.08
C -7.814840 8.224860 21.267700 -0.24 -0.06 -0.01 -0.07
B -12.811820 7.865290 21.781220 -0.36 2.27 -5.08 -1.48
B -8.711230 5.129380 28.594480 0.78 0.84 0.88 -1.38
H -10.019550 -1.963820 18.959630 -0.46 -0.22 0.29 0.10
H -11.819200 -1.259130 22.292300 0.30 0.36 -0.06 0.11
H -6.165670 2.933290 21.376670 0.50 0.06 0.23 0.07
H -9.025600 0.145880 22.905400 0.08 -0.09 0.38 0.08
H -15.417270 8.609640 25.575000 0.40 0.54 0.23 0.06
H -6.969920 6.453260 20.409790 -0.14 -0.19 -0.04 0.10
H -10.066770 2.727540 29.583380 -0.19 0.01 0.27 0.11
H -15.801880 -3.323590 21.861840 -0.22 0.00 0.32 0.07
H -11.221670 0.837970 21.090050 -0.11 0.76 -0.67 0.11
H -12.195360 -1.285480 20.562360 -1.05 -0.25 0.16 0.10
H -14.321680 -0.813490 21.050920 0.01 -0.55 0.37 0.08
H -5.596650 4.500400 20.736430 -0.29 -0.16 -0.48 0.07
H -6.401430 7.911150 23.601640 0.09 0.11 -0.19 0.04
H -17.694120 5.032200 24.327440 0.26 -0.59 0.30 0.06
H -16.178630 0.660320 20.136290 0.21 -0.63 0.11 0.07
H -8.310190 5.644590 24.309290 0.03 -0.39 -0.24 0.11
H -14.316780 2.165660 23.904770 -0.35 -0.19 -0.57 0.06
H -17.204730 -0.546800 21.877670 -0.69 -0.10 -0.73 0.10
H -7.031500 7.805880 25.158590 -0.07 -0.74 0.41 0.08
H -17.367700 5.391870 26.077810 -0.34 -0.10 -0.14 0.08
H -10.117870 -0.252930 18.767730 -0.36 0.50 0.31 0.10
H -15.109650 1.622020 25.357290 -0.01 0.28 0.09 0.07
H -11.943160 1.851200 26.001880 0.14 0.49 -0.04 0.09
H -7.890200 -1.929270 20.081890 0.21 0.32 -0.06 0.07
H -10.707770 0.585180 23.288290 0.19 0.24 0.30 0.07
H -15.848470 4.059540 23.067300 0.46 -0.67 -0.21 0.06
H -15.845300 6.639500 21.589760 0.01 0.30 0.10 0.11
H -12.085600 4.026480 29.928470 -0.12 -0.14 -0.10 0.07
H -16.542990 1.248200 23.311390 -0.83 -0.24 -0.39 0.10
H -17.440910 -2.848790 21.247600 0.10 -0.36 0.08 0.07
H -12.295930 -0.135380 28.291280 0.06 0.28 0.11 0.06
H -9.466230 1.026950 20.626880 -0.34 -0.34 -0.54 0.10
H -15.407090 8.514780 22.581340 0.90 -0.64 -0.21 0.10
H -12.339800 2.494530 30.828220 -0.04 0.38 0.36 0.08
H -15.459850 6.765220 25.585540 -0.47 -0.27 0.49 0.09
H -8.792640 2.300090 27.877050 -0.59 0.51 0.37 0.11
H -10.761480 -3.416940 22.191850 0.27 -0.25 -0.32 0.08
H -9.549880 2.433960 25.402090 0.00 0.01 -0.01 0.06
H -15.978080 -2.273030 20.495150 0.01 0.21 -0.05 0.06
H -8.220810 1.400670 25.892640 0.00 -0.15 0.03 0.09
H -8.892610 7.090900 23.715500 0.05 0.20 -0.85 0.11
H -5.930490 6.494050 24.449840 -0.20 -0.02 0.58 0.06
H -6.070200 4.718920 23.105980 0.05 0.03 0.28 0.11
H -13.109410 2.668320 29.312480 0.01 0.32 -0.17 0.07
H -12.341530 -3.695250 21.497750 -0.62 0.79 0.66 0.06
H -7.672020 3.936260 22.895730 0.21 -0.05 0.38 0.11
H -7.451670 9.018710 21.920400 0.09 -0.13 0.02 0.08
H -7.758160 -0.107780 19.807910 -0.08 -0.18 0.68 0.05
H -17.188820 -1.527060 23.240370 0.37 -0.35 0.28 0.11
H -11.164810 -3.569910 20.414530 0.99 0.21 -0.06 0.06
H -7.771400 8.578730 20.237660 0.21 0.09 0.01 0.07
H -6.034440 7.027080 21.741900 0.31 0.52 -0.14 0.11
H -9.503380 1.828850 22.790670 -0.47 0.01 -0.03 0.05
H -14.136830 9.322840 24.492840 -0.28 -0.27 0.21 0.06
H -7.922370 -1.105200 18.455790 0.42 -0.53 -0.12 0.06
H -13.640930 0.447170 21.929910 -0.32 0.12 1.04 0.10
H -15.311750 5.152790 25.202950 0.76 -0.15 -1.03 0.11
H -15.624070 1.868440 21.241580 -0.15 0.08 0.21 0.04
H -17.950360 6.593090 24.881420 0.08 0.39 0.40 0.07
H -7.286140 3.755450 20.462020 0.05 0.70 -0.48 0.06
H -17.140940 6.068300 22.613190 -0.04 0.07 0.19 0.10
H -16.466430 -0.030970 24.558080 0.03 -0.03 -0.13 0.11
H -11.682530 -0.206600 26.633760 0.30 -0.48 0.31 0.05
H -15.800120 9.951150 24.486760 0.14 0.20 0.20 0.07
H -14.519260 1.319200 20.080370 -0.11 -0.10 -0.46 0.07
H -13.988540 0.560370 24.601750 0.39 0.13 -0.03 0.06
H -10.901990 1.200250 29.487710 -0.40 -0.15 0.29 0.10
H -13.346530 -0.129190 26.894150 -0.36 0.72 0.06 0.06
H -9.823810 0.699590 25.589650 0.07 -0.03 -0.19 0.06
H -8.878680 8.127520 21.484190 -0.08 -0.16 0.11 0.06
H -15.746750 4.136910 21.260640 -0.83 0.37 0.03 0.07
H -16.780370 8.303650 23.290460 -0.88 -0.75 1.08 0.11
H -13.121080 2.267860 27.173790 0.64 1.10 0.66 0.10
H -9.620840 0.779200 27.924270 0.01 -0.28 0.17 0.11
H -14.439050 4.744350 22.152890 -0.04 -0.40 0.50 0.05
```
Positions in Å, forces in eV/Å.

Summary:
DFT total energy = -4644.55126 Ha
total charge = -1
Kohn-Sham gap = 6.20 eV
relative energy (zero: lowest compared OMol25 entry of this formula, charge and spin) = 8.960 eV